Run a
9
Properties=species:S:1:pos:R:3:nbo_charge:R:1 method="wB97M-V/def2-TZVPD" multiplicity=1 homo_energy_ev=-9.62 gap_ha=0.3476
C -0.81 -1.56 -0.03 -0.14
C -1.24 1.07 0.14 -0.12
C 0.28 -1.09 0.04 -0.05
C -0.07 1.12 -0.20 -0.11
C 1.00 0.08 -0.05 0.15
N 2.23 0.13 0.05 -0.53
H -1.67 -2.13 0.11 0.22
H -2.31 1.34 0.15 0.24
H 2.59 1.05 -0.22 0.34

---

Run b
9
Properties=species:S:1:pos:R:3:nbo_charge:R:1 method="wB97M-V/def2-TZVPD" multiplicity=1 homo_energy_ev=-9.60 gap_ha=0.3151
C -0.96 -1.45 0.01 -0.13
C -1.17 1.03 0.00 -0.14
C 0.29 -1.28 -0.12 -0.04
C 0.03 1.01 -0.06 -0.09
C 1.03 -0.05 -0.09 0.11
N 2.28 0.18 -0.01 -0.52
H -1.69 -2.20 0.15 0.23
H -2.12 1.57 0.12 0.24
H 2.32 1.19 0.01 0.34

---

Run c
9
Properties=species:S:1:pos:R:3:nbo_charge:R:1 method="wB97M-V/def2-TZVPD" multiplicity=1 homo_energy_ev="-9.01 / -9.04" gap_ha="0.2840 / 0.2876"
C 0.73 -0.71 0.84 -0.11
C -0.39 0.05 1.30 -0.33
C 0.99 -0.28 -0.41 -0.01
C -0.62 0.83 0.21 0.06
C -0.06 0.36 -1.09 0.12
N -0.39 0.43 -2.29 -0.50
H 1.81 -1.75 1.68 0.15
H -0.80 0.18 2.28 0.23
H -1.25 0.90 -2.53 0.37

---

Run d
9
Properties=species:S:1:pos:R:3:nbo_charge:R:1 method="wB97M-V/def2-TZVPD" multiplicity=1 homo_energy_ev=-9.76 gap_ha=0.3547
C -0.61 0.12 0.66 -0.08
C 0.77 0.40 0.80 -0.60
C 0.12 -0.32 -1.43 0.33
C -0.96 -0.34 -0.54 -0.36
C 1.77 0.41 -0.08 0.22
N 1.20 -0.31 -1.87 -0.27
H -1.36 0.10 1.37 0.22
H 1.02 0.64 1.80 0.27
H -1.94 -0.70 -0.71 0.25

---

run d is favored, and the nearest alternative lies 24.6 kcal/mol above it.

---

Run a
30
Properties=species:S:1:pos:R:3:nbo_charge:R:1 method="wB97M-V/def2-TZVPD" multiplicity=1 homo_energy_ev=-8.98 gap_ha=0.3440
C 2.95 -0.55 1.14 -0.50
C 1.15 1.19 2.92 -0.48
C 2.15 0.30 0.62 0.10
C 1.61 1.70 1.79 -0.19
C -2.70 -0.80 -1.22 -0.41
C -2.38 0.65 -1.26 -0.40
C -1.92 -1.44 -0.01 -0.40
C -0.83 0.86 -1.51 -0.39
C -0.43 -1.39 -0.15 -0.40
C -0.05 0.13 -0.47 -0.24
C 1.43 0.28 -0.70 0.02
O 2.05 -0.65 -1.61 -0.69
I 1.78 3.67 1.17 0.21
H 3.56 -1.24 0.59 0.22
H 2.99 -0.52 2.22 0.21
H 0.62 1.86 3.55 0.21
H 1.58 0.25 3.22 0.22
H -3.73 -1.10 -1.19 0.22
H -2.42 -1.34 -2.13 0.20
H -3.07 1.17 -1.98 0.22
H -2.42 1.04 -0.20 0.19
H -2.24 -0.95 0.89 0.19
H -2.05 -2.46 0.05 0.21
H -0.60 0.55 -2.57 0.21
H -0.43 1.91 -1.32 0.21
H 0.13 -1.54 0.78 0.21
H -0.11 -2.02 -0.99 0.20
H -0.38 0.61 0.49 0.21
H 1.64 1.30 -1.14 0.20
H 2.12 -1.47 -0.98 0.46

---

Run b
30
Properties=species:S:1:pos:R:3:nbo_charge:R:1 method="wB97M-V/def2-TZVPD" multiplicity=1 homo_energy_ev=-9.05 gap_ha=0.3477
C 2.34 -2.40 0.72 -0.52
C 0.50 -3.53 -1.84 -0.49
C 1.04 -2.09 0.66 0.12
C -0.04 -3.40 -0.65 -0.21
C -0.93 2.81 -0.36 -0.42
C -2.03 1.76 -0.17 -0.40
C 0.45 2.18 -0.69 -0.40
C -1.62 0.60 0.82 -0.39
C 0.80 1.02 0.20 -0.41
C -0.31 -0.04 0.24 -0.23
C 0.05 -1.15 1.28 0.00
O 0.71 -0.50 2.41 -0.73
I -1.71 -4.32 0.04 0.21
H 3.07 -1.89 1.34 0.21
H 3.02 -3.20 0.22 0.24
H -0.11 -4.00 -2.56 0.21
H 1.37 -3.04 -2.09 0.22
H -1.04 3.63 -1.08 0.22
H -0.89 3.20 0.66 0.20
H -2.99 2.09 0.26 0.22
H -2.07 1.24 -1.13 0.19
H 0.65 1.76 -1.77 0.19
H 1.34 2.84 -0.54 0.21
H -1.56 0.80 1.86 0.21
H -2.38 -0.25 0.76 0.20
H 1.84 0.58 -0.13 0.20
H 1.01 1.34 1.22 0.23
H -0.45 -0.52 -0.72 0.22
H -0.70 -1.77 1.72 0.21
H 1.50 -1.02 2.57 0.47

---

run a is favored, and the nearest alternative lies 17.9 kcal/mol above it.